Computed, not measured: C6H14N2 in the gas phase, with ωB97M-V with the def2-TZVPD basis set.

XYZ file:
```
22
Properties=species:S:1:pos:R:3:forces:R:3
C -2.071 0.734 -1.177 -0.165 -0.368 0.248
C -1.532 0.050 -0.164 -0.257 0.709 -0.376
N -2.114 0.001 1.099 -0.088 -0.124 0.171
C -0.213 -0.648 -0.352 1.335 0.815 -0.267
C 0.085 -1.710 0.710 0.087 0.264 -0.249
N 0.853 0.443 -0.519 -0.848 -0.855 0.069
C 2.130 -0.030 -1.001 -0.187 -0.181 0.096
C 1.011 1.317 0.620 -0.109 -0.152 0.016
H -1.652 0.686 -2.164 0.220 0.010 -0.173
H -2.973 1.310 -1.055 -0.188 0.102 0.065
H -1.476 -0.028 1.879 -0.017 0.004 0.006
H -2.858 0.670 1.233 0.047 -0.052 0.040
H -0.234 -1.130 -1.335 -0.038 0.008 0.129
H 0.338 -1.261 1.669 0.037 0.003 0.107
H -0.789 -2.342 0.852 -0.013 -0.092 0.008
H 0.921 -2.329 0.395 0.060 -0.045 0.048
H 2.701 -0.594 -0.247 0.078 -0.049 -0.035
H 2.732 0.828 -1.310 0.012 -0.031 0.027
H 1.974 -0.664 -1.873 0.056 -0.079 -0.043
H 0.040 1.711 0.914 -0.004 0.099 0.043
H 1.477 0.827 1.492 0.010 0.012 0.039
H 1.648 2.157 0.335 -0.027 0.002 0.031
```
Positions in Å, forces in eV/Å.

The calculation puts the energy relative to the best compared isomer or geometry (same formula, charge and spin) at 111.9 kJ/mol. The HOMO energy is -7.9416 eV. The energy is -9428.325 eV. Its multiplicity is 1. The calculation puts the LUMO energy at 0.99 eV. The largest force on an atom is 0.0309 hartree/bohr. As for the charge: 0. As for the SMILES: C=C(N)[C@H](C)N(C)C. The orbital gap is 8.9 eV.

=====

Computed, not measured: 2 unconnected molecules or ions with the total composition CH3FO2, with ωB97M-V with the def2-TZVPD basis set.

XYZ file:
```
7
Properties=species:S:1:pos:R:3:forces:R:3
C -1.263 0.083 0.175 2.767 -2.344 -0.899
O 1.302 -1.110 0.429 1.531 0.497 0.869
O 0.217 -1.305 -0.357 -3.645 1.973 -0.159
F -2.342 -0.640 0.261 -0.278 -0.079 0.014
H -0.832 0.377 1.121 0.068 0.022 0.046
H -1.202 0.700 -0.708 -0.047 0.114 -0.036
H 1.946 -0.632 -0.129 -0.396 -0.183 0.166
```
Positions in Å, forces in eV/Å.

The calculation puts the energy relative to the best compared isomer or geometry (same formula, charge and spin) at 548.1 kJ/mol. The HOMO energy (alpha / beta) is -9.0161 / -9.0761 eV. The energy is -7892.576 eV. Its multiplicity is 1. The calculation puts the LUMO energy (alpha / beta) at 0.10 / 0.12 eV. The largest force on an atom is 0.0807 hartree/bohr. As for the charge: 0. The orbital gap (alpha / beta) is 9.1 / 9.2 eV.

=====

Computed, not measured: C3H7NO3S in the gas phase, with ωB97M-V with the def2-TZVPD basis set.

XYZ file:
```
15
Properties=species:S:1:pos:R:3:forces:R:3
O 0.781 2.115 0.052 0.884 0.564 0.141
C 0.049 1.186 0.292 0.065 -1.946 -0.588
N -1.273 1.371 0.207 -3.400 -0.178 -0.316
S -2.728 0.302 0.187 2.095 0.428 -1.086
C 0.621 -0.225 0.688 1.058 2.357 -1.435
O 1.845 0.130 1.312 -0.680 -2.182 0.872
C 0.928 -1.128 -0.545 -1.343 2.067 -0.766
O -0.320 -1.580 -1.087 1.159 0.707 -0.917
H -1.532 2.327 -0.031 0.207 -0.349 0.012
H -2.627 -0.179 -1.140 0.047 0.577 1.432
H -0.131 -0.609 1.342 -0.057 -0.969 0.730
H 2.051 0.960 0.921 0.614 1.526 -0.499
H 1.359 -0.545 -1.420 -0.161 -0.467 1.433
H 1.645 -1.852 -0.211 0.125 -0.855 -0.044
H -0.667 -2.271 -0.568 -0.611 -1.279 1.031
```
Positions in Å, forces in eV/Å.

The calculation puts the energy relative to the best compared isomer or geometry (same formula, charge and spin) at 67.9 kJ/mol. The HOMO energy is -10.1229 eV. The energy is -21691.270 eV. Its multiplicity is 1. The calculation puts the LUMO energy at 0.32 eV. The largest force on an atom is 0.0665 hartree/bohr. As for the charge: 0. As for the SMILES: O=C(NS)[C@H](O)CO. The orbital gap is 10.4 eV.

=====

Computed, not measured: 2 unconnected molecules or ions with the total composition C8H17IN, with ωB97M-V with the def2-TZVPD basis set.

XYZ file:
```
27
Properties=species:S:1:pos:R:3:forces:R:3
C -0.913 -0.452 -0.926 1.719 -2.223 -2.613
C -0.768 -1.668 -0.256 -1.791 0.897 -0.066
C 2.011 1.276 -0.109 -0.525 1.415 -0.238
C -2.102 0.391 -0.960 -0.992 3.524 2.130
C 0.002 -2.772 -0.808 4.936 1.843 1.473
C -1.542 -1.902 1.035 -2.809 -0.221 -2.568
C 2.898 2.485 0.075 1.286 -0.776 1.390
C 0.075 1.624 1.447 -0.395 2.773 -1.279
N 0.838 1.100 0.350 1.337 -1.419 -1.196
I 2.725 -0.053 -1.527 0.303 -0.406 -0.389
H -0.399 -0.407 -1.994 -0.806 -0.502 2.115
H -1.898 1.311 -1.576 -0.340 -0.869 0.679
H -2.593 0.749 0.030 1.342 -0.414 -1.282
H -2.922 -0.111 -1.369 -1.140 -0.968 -1.215
H -0.561 -3.356 -1.423 -1.669 -1.478 -2.067
H 0.331 -3.388 0.009 0.080 -0.639 0.430
H 1.025 -2.445 -1.299 -2.363 -0.475 0.474
H -0.886 -1.904 1.842 1.185 0.917 1.790
H -1.960 -2.953 1.179 0.390 1.151 -0.938
H -2.431 -1.162 0.989 1.653 -1.228 1.014
H 2.222 3.306 0.272 0.205 0.468 0.126
H 3.608 2.696 -0.769 -1.017 -0.356 0.705
H 3.568 2.289 0.994 -1.020 0.456 -1.220
H 0.573 1.591 2.377 1.023 0.200 0.932
H -0.320 2.708 1.248 0.614 -2.024 0.359
H -0.699 0.918 1.520 -1.590 -0.401 0.289
H 0.118 0.129 -0.348 0.384 0.759 1.166
```
Positions in Å, forces in eV/Å.

The calculation puts the energy relative to the best compared isomer or geometry (same formula, charge and spin) at 125.5 kJ/mol. The HOMO energy is -13.0474 eV. The energy is -18152.786 eV. Its multiplicity is 1. The calculation puts the LUMO energy at -3.91 eV. The largest force on an atom is 0.1064 hartree/bohr. As for the charge: +1. The orbital gap is 9.1 eV.

=====

Computed, not measured: a gas-phase ion, C5H11N2O (charge +1), with ωB97M-V with the def2-TZVPD basis set.

XYZ file:
```
19
Properties=species:S:1:pos:R:3:forces:R:3
C -2.789 -1.207 -0.144 -0.168 1.358 1.090
C -1.488 -1.296 -0.360 0.807 -0.877 0.622
C -0.488 -0.269 -0.804 -1.073 -0.283 -1.510
C 0.655 -0.116 0.174 -0.622 1.054 -0.522
N 0.085 0.475 1.461 0.069 0.038 -1.156
C 1.524 1.070 -0.316 0.715 -0.204 0.509
N 2.809 0.847 -0.660 -0.805 -0.146 0.006
O 1.042 2.179 -0.203 -0.166 0.016 0.112
H -3.374 -0.306 -0.325 0.241 -0.041 -0.339
H -3.277 -1.869 0.556 -0.160 -0.770 -0.657
H -1.004 -2.233 -0.063 -0.147 0.060 0.009
H -0.088 -0.508 -1.797 0.314 -0.395 0.202
H -0.988 0.668 -1.041 0.042 0.426 0.517
H 1.117 -1.073 0.379 0.418 0.040 0.174
H -0.445 1.286 1.115 -0.010 0.077 0.249
H 0.859 0.866 1.997 -0.243 -0.295 0.656
H -0.542 -0.172 1.936 0.157 -0.014 0.315
H 3.066 -0.038 -1.071 0.362 0.183 0.144
H 3.326 1.697 -0.834 0.268 -0.225 -0.422
```
Positions in Å, forces in eV/Å.

The calculation puts the energy relative to the best compared isomer or geometry (same formula, charge and spin) at 139.6 kJ/mol. The HOMO energy is -13.9407 eV. The energy is -10384.158 eV. Its multiplicity is 1. The calculation puts the LUMO energy at -3.27 eV. The largest force on an atom is 0.0365 hartree/bohr. As for the charge: +1. As for the SMILES: C=CC[C@H]([NH3+])C(N)=O. The orbital gap is 10.7 eV.

=====

Computed, not measured: 7 unconnected molecules or ions with the total composition C35H70BrCl12FN3O6, with ωB97M-V with the def2-TZVPD basis set.

XYZ file:
```
128
Properties=species:S:1:pos:R:3:forces:R:3
C 1.898 3.534 -3.093 -0.125 0.019 1.058
C 1.860 2.355 -2.098 0.549 0.512 -1.383
O 0.663 2.482 -1.334 0.073 -0.575 0.276
C 0.642 1.959 -0.047 0.638 1.062 -0.143
C 1.583 2.815 0.851 -0.842 0.071 0.023
C 1.656 4.283 0.466 1.152 0.159 0.268
O 2.640 4.922 0.620 -0.446 -0.038 -0.236
F 0.532 4.865 0.000 -0.201 -0.328 0.236
N -0.784 2.324 0.390 -0.333 -0.184 0.405
C -1.822 2.167 -0.668 -1.104 0.192 -0.940
O -2.027 3.427 -1.256 0.368 -0.164 0.235
C -2.552 3.314 -2.558 -0.356 -0.105 -0.367
O -1.548 3.162 -3.520 -0.122 -0.069 0.147
C -1.719 4.046 -4.625 0.420 0.463 -0.027
C -0.557 3.873 -5.606 -0.096 -0.347 -0.159
O -1.017 3.798 -6.945 -0.008 0.338 -0.100
C -1.203 1.628 1.646 -0.892 -0.570 0.178
C -1.075 0.130 1.430 0.198 0.659 0.930
N 0.326 -0.207 1.253 -0.359 -0.525 -0.777
O 1.055 0.122 2.407 0.105 0.449 0.083
C 1.032 -0.957 3.353 -0.491 -0.463 0.562
C 0.318 -0.502 4.648 0.318 0.002 -0.108
C -0.583 -1.588 5.251 -0.293 0.598 0.043
C 1.331 0.158 5.617 0.231 -0.280 -0.151
C 2.052 -0.763 6.623 -0.171 -0.147 0.215
C 1.206 -1.003 7.905 0.316 0.583 -0.330
C 2.616 -2.065 6.010 -0.013 0.229 0.778
C 0.945 0.429 0.088 0.264 -0.739 0.571
Br 0.198 -0.569 -1.457 -0.032 0.238 0.069
C 2.441 0.086 0.133 0.618 -0.462 0.032
C 2.748 -1.426 0.302 0.466 -0.075 -0.901
C 3.455 -2.016 -0.948 -0.424 -0.152 0.049
C 2.953 -3.430 -1.252 0.085 0.488 -0.640
N 3.516 -3.920 -2.532 -0.039 -0.272 0.602
H 2.525 4.321 -2.670 0.107 0.043 -0.276
H 2.265 3.225 -4.065 0.045 0.068 -0.050
H 0.896 3.955 -3.161 -0.036 -0.178 -0.249
H 1.880 1.424 -2.666 -0.275 -0.169 0.281
H 2.768 2.381 -1.495 -0.175 0.005 0.327
H 1.259 2.789 1.897 0.073 -0.151 0.000
H 2.602 2.455 0.851 -0.001 0.045 -0.107
H -0.809 3.326 0.611 0.290 0.106 -0.448
H -2.763 1.865 -0.196 0.429 -0.064 0.165
H -1.566 1.426 -1.420 0.504 -0.008 0.235
H -3.139 4.210 -2.759 0.066 0.120 0.217
H -3.234 2.457 -2.610 0.031 -0.010 0.073
H -2.660 3.886 -5.159 -0.002 -0.239 0.071
H -1.720 5.075 -4.244 -0.118 -0.024 -0.002
H 0.008 2.972 -5.356 -0.051 0.037 0.198
H 0.123 4.722 -5.540 0.011 0.003 -0.043
H -1.027 2.888 -7.241 -0.027 -0.129 0.032
H -0.627 1.976 2.500 0.372 -0.087 -0.184
H -2.242 1.873 1.873 0.043 0.298 -0.307
H -1.683 -0.226 0.601 0.181 0.014 -0.195
H -1.463 -0.359 2.324 0.170 -0.161 -0.030
H 0.512 -1.814 2.918 0.012 0.111 -0.188
H 2.054 -1.274 3.552 0.120 0.189 -0.131
H -0.358 0.297 4.323 0.003 0.022 -0.025
H -0.050 -2.405 5.725 0.027 -0.104 -0.105
H -1.217 -1.122 6.008 0.053 -0.119 0.084
H -1.272 -1.965 4.491 0.154 -0.201 -0.029
H 2.103 0.612 4.985 -0.075 0.164 0.023
H 0.859 0.977 6.164 -0.042 -0.043 0.056
H 2.920 -0.197 6.970 0.039 -0.002 -0.096
H 1.490 -0.248 8.642 -0.063 -0.073 0.081
H 0.143 -0.852 7.730 -0.069 -0.340 0.038
H 1.411 -1.978 8.340 -0.205 -0.063 0.022
H 3.635 -1.911 5.658 -0.099 -0.060 -0.361
H 2.686 -2.808 6.809 0.094 -0.055 -0.087
H 1.997 -2.508 5.238 0.062 -0.001 -0.127
H 2.947 0.392 -0.779 -0.265 0.228 -0.080
H 2.953 0.601 0.944 -0.356 0.112 0.066
H 3.427 -1.570 1.141 -0.289 0.012 0.248
H 1.848 -2.018 0.459 -0.119 0.176 0.306
H 4.540 -2.007 -0.837 0.020 -0.029 0.008
H 3.226 -1.425 -1.840 0.032 0.090 0.055
H 1.867 -3.360 -1.374 -0.056 -0.104 0.346
H 3.162 -4.113 -0.429 -0.009 0.089 -0.013
H 3.880 -4.851 -2.365 0.166 0.030 -0.165
H 2.751 -4.067 -3.177 0.030 0.043 -0.128
Cl -6.914 5.754 -2.257 -0.101 0.080 0.115
C -6.044 5.782 -3.810 0.168 -0.001 -0.083
C -6.376 4.586 -4.661 0.007 -0.005 0.072
Cl -5.808 3.062 -3.913 0.026 -0.045 -0.019
H -4.983 5.826 -3.576 0.006 -0.040 -0.027
H -6.323 6.692 -4.337 -0.115 -0.010 0.027
H -5.892 4.689 -5.629 0.115 -0.139 0.241
H -7.445 4.486 -4.818 -0.012 0.019 0.033
Cl -4.931 2.160 0.620 -0.172 -0.052 0.092
C -6.449 3.047 0.272 -0.232 0.257 -0.102
C -7.529 2.737 1.275 -0.005 -0.033 0.068
Cl -8.114 1.061 1.131 0.036 -0.005 0.018
H -6.755 2.793 -0.739 0.081 -0.080 -0.004
H -6.206 4.107 0.302 0.053 -0.024 0.035
H -8.381 3.390 1.101 0.027 0.012 -0.067
H -7.181 2.884 2.294 0.014 -0.037 0.000
Cl 3.442 -3.947 3.176 -0.023 0.035 -0.153
C 4.041 -5.632 3.195 0.015 -0.161 -0.007
C 4.554 -6.020 4.556 -0.068 -0.075 0.041
Cl 6.054 -5.154 4.978 0.019 0.017 0.000
H 4.811 -5.724 2.432 0.015 0.051 0.019
H 3.204 -6.271 2.919 -0.013 0.020 0.020
H 4.789 -7.082 4.561 0.013 0.092 -0.013
H 3.821 -5.817 5.333 0.023 0.081 -0.010
Cl 5.288 -9.325 3.474 -0.077 -0.168 -0.025
C 6.839 -9.667 2.664 0.149 -0.029 -0.014
C 7.441 -8.420 2.070 0.117 0.019 0.031
Cl 6.481 -7.806 0.698 -0.047 0.048 -0.002
H 6.658 -10.427 1.909 -0.061 0.047 -0.026
H 7.511 -10.076 3.416 -0.020 0.048 0.039
H 8.438 -8.638 1.692 -0.022 -0.037 -0.031
H 7.516 -7.623 2.806 -0.052 0.001 0.003
Cl -8.054 8.203 -6.090 0.027 -0.023 0.044
C -7.102 8.184 -7.599 0.046 0.057 -0.050
C -7.410 6.978 -8.447 -0.027 0.053 -0.154
Cl -6.834 5.465 -7.692 -0.133 0.138 -0.312
H -6.049 8.223 -7.330 -0.012 -0.034 0.029
H -7.355 9.090 -8.146 -0.049 -0.018 -0.004
H -6.908 7.066 -9.408 0.052 -0.002 0.033
H -8.478 6.874 -8.622 -0.006 -0.034 0.075
Cl 0.448 -5.892 -2.543 0.006 0.036 0.000
C 1.117 -7.520 -2.252 0.028 -0.076 -0.027
C 1.551 -7.710 -0.821 -0.031 -0.144 0.076
Cl 2.996 -6.748 -0.396 -0.071 -0.145 0.012
H 1.941 -7.675 -2.944 0.019 0.075 0.014
H 0.326 -8.229 -2.488 -0.010 0.000 0.040
H 1.816 -8.753 -0.656 0.017 -0.003 -0.050
H 0.757 -7.441 -0.129 0.025 0.076 -0.005
```
Positions in Å, forces in eV/Å.

The HOMO energy is -10.7775 eV. The energy is -277207.437 eV. Its multiplicity is 1. The calculation puts the LUMO energy at -1.83 eV. The largest force on an atom is 0.0306 hartree/bohr. As for the charge: +1. The orbital gap is 8.9 eV.